Record 1
C64H112N16 | wB97M-V/def2-TZVPD

The geometry in ORCA input format:
```
! RIJCOSX wB97M-V def2-TZVPD def2/J DEFGRID3
* xyz 0 1
C 7.5152 -2.2095 22.9154
C 6.7518 -0.9379 22.5414
C 6.2812 0.0202 23.7142
C 5.3346 1.0573 23.2953
N 4.6224 1.9001 23.0326
H 8.3294 -2.1424 23.6370
H 7.9583 -2.6474 22.0210
H 6.8062 -2.9255 23.3310
H 5.9248 -1.2071 21.8844
H 7.3887 -0.3419 21.8878
H 7.1650 0.4743 24.1624
H 5.8411 -0.5578 24.5267
C 21.7374 -6.1651 23.9364
C 20.7762 -5.5388 24.9788
C 20.6111 -4.0258 24.8861
C 21.8702 -3.2403 24.6166
N 22.8083 -2.6175 24.4038
H 21.7470 -7.2550 23.9431
H 22.7500 -5.8612 24.2018
H 21.4991 -5.9175 22.9020
H 21.2573 -5.6793 25.9468
H 19.8078 -6.0349 25.0441
H 20.0738 -3.7075 25.7795
H 19.9107 -3.8061 24.0803
C 7.2509 -3.5610 17.4233
C 8.3066 -4.6255 17.7096
C 9.6894 -4.0374 17.8127
C 10.2077 -3.4337 16.5625
N 10.6413 -2.9447 15.5967
H 6.2512 -3.9633 17.2601
H 7.5389 -3.0492 16.5051
H 7.1820 -2.7980 18.1987
H 8.3105 -5.3815 16.9243
H 8.0419 -5.1066 18.6512
H 10.3241 -4.8477 18.1713
H 9.6508 -3.2674 18.5831
C 19.3301 6.8289 22.9742
C 19.0203 7.0118 21.4844
C 17.5602 6.7715 21.1239
C 17.1313 5.4304 21.5311
N 16.7707 4.4047 21.8664
H 19.1701 5.7959 23.2828
H 18.7617 7.5736 23.5314
H 20.3759 6.9208 23.2674
H 19.7045 6.3680 20.9317
H 19.3475 8.0283 21.2659
H 17.3802 6.9649 20.0664
H 16.9242 7.4431 21.7006
C 21.2052 1.3785 19.2620
C 21.0481 1.1305 20.7771
C 20.0516 0.0221 21.1645
C 20.4761 -1.2801 20.6546
N 20.8105 -2.2883 20.1928
H 20.2645 1.7801 18.8851
H 21.5193 0.4640 18.7588
H 21.9450 2.1462 19.0353
H 20.7906 2.0749 21.2566
H 22.0342 0.9441 21.2026
H 19.0191 0.1625 20.8446
H 20.1148 -0.1229 22.2430
C 12.3732 3.4524 30.8916
C 10.8757 3.0474 30.7312
C 10.5891 1.9748 29.6356
C 11.0633 2.3392 28.2815
N 11.4601 2.6507 27.2422
H 12.9021 3.7051 29.9727
H 12.8522 2.6671 31.4764
H 12.3706 4.3050 31.5707
H 10.1745 3.8584 30.5343
H 10.5927 2.6852 31.7195
H 9.5475 1.6994 29.4702
H 11.0861 1.0829 30.0172
C 8.5644 4.7984 20.8064
C 9.7095 4.2526 21.7318
C 11.1326 4.3190 21.1821
C 11.6363 5.6609 20.8990
N 12.0575 6.7280 20.6621
H 7.6169 4.8207 21.3448
H 8.3713 4.1447 19.9558
H 8.7844 5.8369 20.5588
H 9.4998 3.2010 21.9270
H 9.7209 4.5765 22.7725
H 11.2688 3.7309 20.2745
H 11.7859 3.8850 21.9390
C 14.4458 2.5947 16.3921
C 15.5728 3.4696 16.9487
C 16.5027 4.0079 15.8208
C 17.3219 2.9917 15.1300
N 17.9445 2.1762 14.5996
H 14.8433 1.6039 16.1721
H 13.9889 3.0028 15.4906
H 13.6529 2.3630 17.1032
H 16.1852 3.0225 17.7317
H 15.0957 4.2936 17.4793
H 17.1688 4.7584 16.2465
H 16.0095 4.6021 15.0516
C 15.3525 -0.4910 29.7429
C 16.6486 -1.2505 29.5198
C 16.7917 -2.3690 30.6193
C 16.6871 -1.8436 32.0001
N 16.5969 -1.4122 33.0602
H 15.0495 0.1079 28.8841
H 15.5752 0.1793 30.5731
H 14.5518 -1.1736 30.0278
H 17.4864 -0.5533 29.5243
H 16.6488 -1.6919 28.5232
H 17.7629 -2.8402 30.4679
H 16.0398 -3.1503 30.5083
C 17.3138 -2.4260 16.1073
C 16.1948 -2.7171 15.0896
C 16.4596 -2.3476 13.6200
C 17.5964 -3.0918 13.0198
N 18.5060 -3.6657 12.5909
H 17.3483 -1.3734 16.3881
H 18.2895 -2.7559 15.7505
H 17.2172 -2.9425 17.0622
H 15.3441 -2.1470 15.4629
H 15.8460 -3.7340 15.2695
H 16.7083 -1.2939 13.4944
H 15.6187 -2.5476 12.9559
C 19.6515 2.1471 26.7177
C 18.2721 2.4224 26.0793
C 17.3509 3.4011 26.8395
C 17.5913 3.3493 28.2808
N 17.7952 3.3436 29.4179
H 19.6147 1.8818 27.7743
H 20.2616 3.0275 26.5157
H 20.0733 1.3043 26.1702
H 17.7823 1.4538 25.9793
H 18.4240 2.7071 25.0382
H 16.2823 3.2631 26.6747
H 17.5463 4.3903 26.4255
C 10.2040 -6.8116 27.6029
C 11.5608 -6.1483 27.8905
C 11.9388 -4.8990 27.1347
C 11.0141 -3.7853 27.3090
N 10.2716 -2.9174 27.4397
H 10.0447 -7.5909 28.3482
H 10.2227 -7.2634 26.6112
H 9.4228 -6.0534 27.6564
H 12.3661 -6.8491 27.6702
H 11.7387 -5.9744 28.9517
H 11.8362 -5.0562 26.0610
H 12.9613 -4.5780 27.3333
C 7.3161 -8.5275 22.8827
C 8.1739 -9.4397 22.0049
C 9.6713 -9.2943 22.2447
C 10.0436 -7.8651 22.2380
N 10.3140 -6.7488 22.2233
H 6.3080 -8.9167 23.0256
H 7.2617 -7.5238 22.4610
H 7.7030 -8.3702 23.8895
H 7.9812 -9.1568 20.9701
H 7.8163 -10.4467 22.2202
H 10.1899 -9.8447 21.4596
H 9.9889 -9.7507 23.1822
C 16.0029 -6.6569 19.1305
C 16.7197 -6.3563 20.4837
C 15.7885 -6.4263 21.6507
C 15.1914 -7.7978 21.7789
N 14.6919 -8.8724 21.8997
H 15.5537 -7.6499 19.1479
H 16.7741 -6.5723 18.3649
H 15.3101 -5.8310 18.9689
H 17.1392 -5.3537 20.3998
H 17.5428 -7.0397 20.6922
H 14.9987 -5.6834 21.5390
H 16.3552 -6.2198 22.5586
C 8.9291 4.5676 15.5667
C 7.6902 3.7262 15.5017
C 8.0036 2.1675 15.4469
C 8.6662 1.6626 16.6464
N 9.1761 1.2507 17.6096
H 8.6769 5.6238 15.4717
H 9.6805 4.4864 14.7813
H 9.4057 4.5163 16.5456
H 7.1517 3.8856 14.5675
H 6.8975 3.9837 16.2040
H 8.5807 1.9911 14.5392
H 7.0513 1.6389 15.4039
C 13.6008 -1.2080 20.8308
C 12.7274 -1.0486 22.0605
C 13.4296 -0.5435 23.3711
C 14.6180 -1.3110 23.7498
N 15.5625 -1.8989 24.0770
H 14.2564 -2.0787 20.8138
H 14.2975 -0.3734 20.7526
H 13.0020 -1.2578 19.9214
H 12.2286 -1.9927 22.2795
H 11.9408 -0.3151 21.8837
H 12.7638 -0.6151 24.2312
H 13.7155 0.5016 23.2522
*
```

Its total energy is -92020.3141 eV. The calculation puts the HOMO-LUMO gap at 11.018 eV. The value obtained for the maximum force is 4.76 eV Å⁻¹.

---

Record 2
C64H112N16 | wB97M-V/def2-TZVPD

The geometry in ORCA input format:
```
! RIJCOSX wB97M-V def2-TZVPD def2/J DEFGRID3
* xyz 0 1
C 3.8280 -5.6269 7.6639
C 4.3206 -4.9337 6.3628
C 5.2539 -3.6977 6.6047
C 6.4247 -3.8026 7.4903
N 7.3539 -3.8711 8.2154
H 4.7416 -5.9457 8.1659
H 3.3204 -6.5735 7.4789
H 3.3359 -4.9102 8.3213
H 3.5300 -4.6390 5.6727
H 4.7701 -5.6876 5.7166
H 4.6571 -2.9095 7.0638
H 5.6667 -3.3858 5.6453
C -0.1855 -8.5716 12.6127
C 1.0364 -8.3227 13.5145
C 1.7310 -9.6177 13.9262
C 2.1911 -10.4304 12.7905
N 2.5699 -11.0900 11.9284
H -0.8579 -9.2529 13.1341
H 0.1849 -9.1152 11.7435
H -0.6762 -7.6677 12.2517
H 0.6235 -7.8365 14.3984
H 1.7256 -7.6573 12.9947
H 1.0110 -10.2808 14.4058
H 2.5010 -9.4605 14.6815
C -5.5174 -2.3982 18.0587
C -6.0088 -2.5631 19.4751
C -6.1761 -1.1657 20.1176
C -4.9478 -0.4152 20.4014
N -3.9477 0.1300 20.6442
H -4.5964 -1.8201 17.9846
H -6.3176 -1.8110 17.6082
H -5.3118 -3.3923 17.6617
H -5.4096 -3.1733 20.1509
H -7.0316 -2.9400 19.4810
H -6.7273 -1.2062 21.0571
H -6.7197 -0.5018 19.4454
C -1.4337 0.7766 1.8209
C -1.6228 2.2316 1.3174
C -2.4138 2.3533 -0.0050
C -1.8101 1.4876 -1.0260
N -1.3156 0.8693 -1.8565
H -1.0606 0.7524 2.8448
H -0.7380 0.2183 1.1946
H -2.4042 0.2804 1.8301
H -0.7062 2.7582 1.0515
H -2.0480 2.8582 2.1015
H -2.3988 3.3823 -0.3641
H -3.4212 1.9554 0.1169
C -10.2795 4.7893 7.5351
C -10.6514 3.5968 6.6237
C -10.5954 3.9075 5.1417
C -9.2492 4.3349 4.7737
N -8.1828 4.6874 4.4999
H -9.2505 5.0929 7.3426
H -10.3111 4.5707 8.6025
H -10.9277 5.6137 7.2380
H -11.6849 3.3272 6.8412
H -10.0028 2.7515 6.8539
H -11.3036 4.6812 4.8450
H -10.8068 2.9408 4.6846
C -5.7677 -3.7505 -2.0259
C -7.0988 -4.0339 -2.7095
C -7.6955 -2.7264 -3.2444
C -8.1373 -1.7784 -2.2343
N -8.4729 -1.0448 -1.3988
H -5.0451 -3.3582 -2.7415
H -5.4719 -4.6802 -1.5399
H -5.9121 -3.0672 -1.1890
H -7.8470 -4.4647 -2.0440
H -7.0048 -4.7446 -3.5306
H -8.4758 -2.9929 -3.9574
H -6.9159 -2.2870 -3.8667
C -12.9265 -9.9078 7.1033
C -14.0395 -10.1147 8.1647
C -14.9488 -8.8686 8.1866
C -15.6868 -8.4785 6.9697
N -16.2705 -8.1712 6.0313
H -12.1819 -10.7023 7.0529
H -12.2911 -9.0223 7.0885
H -13.3870 -9.9001 6.1154
H -13.7118 -10.3711 9.1721
H -14.5925 -10.9492 7.7337
H -14.3980 -8.0035 8.5557
H -15.7306 -9.0640 8.9206
C -6.6481 -10.8258 1.6305
C -5.2743 -11.1951 0.9746
C -5.0332 -12.6722 0.7091
C -5.9984 -13.2696 -0.2256
N -6.7914 -13.7453 -0.9416
H -6.7569 -11.1781 2.6562
H -7.4324 -11.2110 0.9788
H -6.7413 -9.7405 1.5902
H -4.4731 -10.7270 1.5464
H -5.2980 -10.6648 0.0226
H -4.8667 -13.2914 1.5906
H -4.0760 -12.7600 0.1952
C -15.4058 -1.4264 5.6948
C -15.3698 -1.2286 4.1820
C -14.8749 -2.4180 3.3612
C -13.6865 -3.0584 3.8982
N -12.7611 -3.6163 4.2953
H -14.4529 -1.7352 6.1245
H -16.1037 -2.2271 5.9394
H -15.7755 -0.5489 6.2254
H -14.7255 -0.3685 3.9997
H -16.2885 -0.8613 3.7247
H -14.7847 -2.1594 2.3061
H -15.5798 -3.2494 3.3524
C -3.7935 -5.2749 6.1230
C -5.2685 -4.9694 6.0391
C -5.6398 -3.8313 7.0025
C -5.5928 -4.1751 8.4398
N -5.5926 -4.4658 9.5726
H -3.1765 -4.4150 5.8620
H -3.4580 -6.1330 5.5405
H -3.5621 -5.5469 7.1528
H -5.8279 -5.8751 6.2731
H -5.5484 -4.5639 5.0669
H -6.6596 -3.4806 6.8441
H -5.0124 -2.9433 6.9250
C -4.7755 4.5330 15.4530
C -6.2207 4.7466 14.9831
C -6.9601 3.5191 14.4352
C -6.3824 3.0843 13.1166
N -5.9631 2.7780 12.0963
H -4.1088 4.7135 14.6097
H -4.6183 3.5315 15.8536
H -4.5021 5.1804 16.2862
H -6.2677 5.5707 14.2712
H -6.7530 5.2299 15.8024
H -8.0176 3.7572 14.3212
H -6.9027 2.7086 15.1618
C -6.1184 -11.4579 9.4647
C -5.4043 -12.7652 9.9512
C -6.0278 -13.9902 9.3118
C -7.4796 -14.0933 9.5792
N -8.5904 -14.1902 9.8257
H -5.4115 -10.6747 9.7384
H -7.0705 -11.2651 9.9592
H -6.1969 -11.4047 8.3789
H -5.4239 -12.8244 11.0394
H -4.3642 -12.7792 9.6255
H -5.5050 -14.8474 9.7360
H -5.8701 -13.9568 8.2338
C 1.9783 -0.8634 14.0297
C 0.5570 -0.3721 14.1778
C -0.4811 -0.9084 13.1787
C -0.0522 -0.9592 11.7475
N 0.2567 -0.9272 10.6433
H 2.5948 -0.6939 14.9125
H 2.5494 -0.5067 13.1726
H 1.9945 -1.9519 13.9739
H 0.4981 0.6906 13.9422
H 0.2331 -0.4052 15.2180
H -1.3232 -0.2343 13.3351
H -0.7735 -1.8921 13.5461
C 1.9185 -9.6619 -1.0263
C 1.1252 -8.3065 -0.9799
C 1.1077 -7.5373 -2.2592
C 0.2730 -8.1710 -3.3090
N -0.4450 -8.6532 -4.1198
H 2.9385 -9.5536 -1.3952
H 1.4370 -10.3794 -1.6907
H 2.0272 -10.0751 -0.0235
H 1.5026 -7.7054 -0.1527
H 0.1174 -8.4859 -0.6055
H 2.1178 -7.3726 -2.6343
H 0.7143 -6.5310 -2.1150
C -12.4348 -3.4488 13.5814
C -13.3858 -3.8115 14.7513
C -13.9156 -2.5658 15.4839
C -12.8630 -1.6406 15.9646
N -12.0475 -0.9240 16.3398
H -12.9354 -2.8681 12.8067
H -12.1280 -4.3068 12.9832
H -11.5354 -2.9581 13.9534
H -12.8137 -4.4266 15.4458
H -14.2072 -4.4114 14.3595
H -14.4902 -2.8556 16.3636
H -14.6073 -2.0458 14.8211
C -8.9020 -9.8350 15.4649
C -10.1088 -10.6039 14.8380
C -10.4676 -11.9593 15.5602
C -10.7583 -11.8900 16.9931
N -11.0344 -11.8476 18.1470
H -8.8584 -8.8495 15.0013
H -8.0148 -10.4489 15.3100
H -9.1298 -9.7227 16.5249
H -10.0498 -10.7791 13.7638
H -10.9685 -9.9400 14.9283
H -9.5810 -12.5781 15.4217
H -11.3342 -12.4806 15.1535
*
```

Its total energy is -92019.3118 eV. The calculation puts the HOMO-LUMO gap at 11.456 eV. The value obtained for the maximum force is 4.36 eV Å⁻¹.